one:
The following is a DFT calculation (ωB97M-V/def2-TZVPD) of an isolated molecule of C2H3NO2.

Summary:
Frontier orbital gap ... 9.4 eV
Molar mass ... 73.051 g mol⁻¹
SMILES ... NC(=O)C=O
Highest occupied orbital energy ... -10.5 eV

Each line ends with the Löwdin charge.
Geometry (Å):
1 C -0.010 -0.308 0.553  -0.428
2 C 0.557 0.976 0.246  -0.151
3 H -1.111 -1.607 -0.642  0.113
4 H -0.915 -0.047 -1.308  0.091
5 H 0.498 1.232 -0.776  0.103
6 N -0.525 -0.770 -0.704  0.128
7 O 0.189 -1.044 1.565  0.062
8 O 1.319 1.568 1.066  0.082


two:
The following is a DFT calculation (ωB97M-V/def2-TZVPD) of an isolated molecule of C2H3NO2.

Summary:
Frontier orbital gap ... 9.2 eV
Molar mass ... 73.051 g mol⁻¹
SMILES ... O=C/C=N\O
Highest occupied orbital energy ... -9.8 eV

Each line ends with the Löwdin charge.
Geometry (Å):
1 C 0.716 -0.017 -0.721  -0.132
2 C 0.634 0.994 0.235  -0.290
3 H -1.831 -1.617 -0.311  0.155
4 H 1.638 -0.047 -1.346  0.123
5 H 1.522 1.722 0.176  0.126
6 N -0.067 -1.076 -0.818  0.025
7 O -1.169 -0.887 -0.043  -0.055
8 O 0.049 1.088 1.308  0.049


three:
The following is a DFT calculation (ωB97M-V/def2-TZVPD) of an isolated molecule of C2H3NO2.

Summary:
Frontier orbital gap ... 10.3 eV
Molar mass ... 73.051 g mol⁻¹
SMILES ... On1cco1
Highest occupied orbital energy ... -9.2 eV

Each line ends with the Löwdin charge.
Geometry (Å):
1 C 0.299 1.047 0.042  0.107
2 C 0.711 0.347 -1.006  -0.194
3 N -0.799 -0.403 0.204  -0.072
4 O 0.040 -0.829 -0.921  -0.083
5 O -0.518 -1.165 1.302  -0.033
6 H 0.260 1.962 0.574  0.058
7 H 1.379 0.502 -1.838  0.111
8 H -1.373 -1.462 1.644  0.105


Winner for stability: one


one:
The following is a DFT calculation (ωB97M-V/def2-TZVPD) of a cluster of 2 separate species, C2H3NO2 in total.

Summary:
Frontier orbital gap (spin up / spin down) ... 10.7 / 7.8 eV
Molar mass ... 73.051 g mol⁻¹
Highest occupied orbital energy (spin up / spin down) ... -10.9 / -9.3 eV

Each line ends with the Löwdin charge.
Geometry (Å):
1 C 0.446 -0.349 -2.808  -0.619
2 C 0.160 0.038 0.211  0.082
3 N 1.291 -0.919 -1.946  0.218
4 O -0.542 -0.167 -3.436  0.160
5 O 1.610 0.249 -2.644  0.105
6 H -0.613 -0.713 -0.036  0.012
7 H 0.928 -0.200 0.972  0.009
8 H 0.146 1.070 -0.255  0.032


two:
The following is a DFT calculation (ωB97M-V/def2-TZVPD) of a cluster of 2 separate species, C2H3NO2 in total.

Summary:
Frontier orbital gap (spin up / spin down) ... 9.5 / 7.7 eV
Molar mass ... 73.051 g mol⁻¹
Highest occupied orbital energy (spin up / spin down) ... -10.1 / -8.6 eV

Each line ends with the Löwdin charge.
Geometry (Å):
1 C 0.503 -1.166 0.043  -0.212
2 C 0.000 0.123 0.276  -0.477
3 N 0.812 -2.185 -0.431  0.169
4 O 0.400 0.791 1.379  0.126
5 O -1.289 0.242 -0.148  0.060
6 H 0.955 0.560 -1.647  0.142
7 H -0.019 1.585 1.599  0.099
8 H -1.362 0.050 -1.068  0.095


Winner for stability: two


one:
The following is a DFT calculation (ωB97M-V/def2-TZVPD) of a cluster of 2 separate species, C3H10N2S in total.

Summary:
Frontier orbital gap ... 9.8 eV
Molar mass ... 106.194 g mol⁻¹
SMILES ... [H]/N=C/N.CCS
Highest occupied orbital energy ... -8.9 eV

Each line ends with the Löwdin charge.
Geometry (Å):
1 C -0.928 2.123 -0.731  -0.184
2 C -1.333 2.162 0.728  -0.637
3 S -2.900 1.283 0.999  0.669
4 H -1.677 2.652 -1.305  0.063
5 H -0.832 1.093 -1.076  0.066
6 H 0.023 2.619 -0.875  0.069
7 H -1.498 3.175 1.063  0.055
8 H -0.565 1.756 1.380  0.060
9 N 1.167 -3.339 -0.857  0.059
10 C 2.155 -2.670 -0.163  -0.406
11 N 2.425 -1.447 -0.356  0.047
12 H 0.489 -2.732 -1.294  0.088
13 H 0.835 -4.147 -0.359  0.076
14 H 2.677 -3.305 0.565  0.113
15 H 3.232 -1.183 0.198  0.026
16 H -3.272 1.960 2.084  -0.165


two:
The following is a DFT calculation (ωB97M-V/def2-TZVPD) of an isolated molecule of C3H10N2S.

Summary:
Frontier orbital gap ... 9.9 eV
Molar mass ... 106.194 g mol⁻¹
SMILES ... NCNCCS
Highest occupied orbital energy ... -9.0 eV

Each line ends with the Löwdin charge.
Geometry (Å):
1 C -0.158 0.578 0.147  -0.356
2 C -0.013 1.583 -1.036  -0.510
3 S -1.266 2.927 -0.695  0.655
4 N 0.958 -0.352 0.072  -0.067
5 C 0.753 -1.636 0.815  -0.302
6 N -0.635 -2.030 0.966  -0.011
7 H -0.017 1.200 1.032  0.100
8 H -1.190 0.234 0.106  0.090
9 H -0.241 1.059 -1.956  0.065
10 H 0.920 2.104 -0.899  0.059
11 H -0.788 3.915 -1.488  -0.159
12 H 1.026 -0.687 -0.885  0.089
13 H 1.385 -2.339 0.273  0.103
14 H 1.113 -1.459 1.827  0.107
15 H -0.685 -2.825 1.593  0.065
16 H -1.161 -2.270 0.128  0.073


Winner for stability: one


one:
The following is a DFT calculation (ωB97M-V/def2-TZVPD) of a cluster of 2 separate species, C3H10N2S in total.

Summary:
Frontier orbital gap (spin up / spin down) ... 9.0 / 8.2 eV
Molar mass ... 106.194 g mol⁻¹
Highest occupied orbital energy (spin up / spin down) ... -8.8 / -7.9 eV

Each line ends with the Löwdin charge.
Geometry (Å):
1 C 1.718 -1.260 0.517  -0.132
2 C -1.830 1.703 0.061  -0.274
3 C 1.610 0.070 -0.231  -0.384
4 N 0.417 0.258 -1.014  0.042
5 N -1.619 0.349 0.413  -0.512
6 S -2.580 -0.900 -0.036  0.746
7 H 0.822 -1.723 1.155  0.100
8 H 1.996 -2.173 -0.235  0.107
9 H 2.601 -1.182 1.143  0.041
10 H -2.605 1.970 -0.657  0.058
11 H -2.052 2.261 0.950  0.061
12 H -0.886 2.093 -0.454  0.080
13 H 1.571 0.861 0.462  0.077
14 H 2.360 0.215 -1.034  0.125
15 H 0.334 -0.669 -1.480  0.047
16 H -1.858 -1.873 0.440  -0.181


two:
The following is a DFT calculation (ωB97M-V/def2-TZVPD) of an isolated molecule of C3H10N2S.

Summary:
Frontier orbital gap ... 9.2 eV
Molar mass ... 106.194 g mol⁻¹
SMILES ... CCN(C)SN
Highest occupied orbital energy ... -8.4 eV

Each line ends with the Löwdin charge.
Geometry (Å):
1 C 1.580 0.731 1.086  -0.104
2 C -1.743 -0.663 0.388  -0.218
3 C 0.587 -0.355 0.747  -0.424
4 N -0.765 0.390 -2.960  -0.399
5 N -0.535 0.012 -0.064  -0.323
6 S -0.187 -0.764 -1.971  0.809
7 H 1.088 1.713 1.201  0.070
8 H 2.170 0.383 1.984  0.085
9 H 2.340 0.960 0.285  0.077
10 H -1.467 -1.650 0.879  0.084
11 H -2.223 0.089 1.052  0.084
12 H -2.472 -0.946 -0.446  0.070
13 H 1.133 -1.090 0.217  0.059
14 H 0.303 -0.911 1.618  0.094
15 H -0.032 1.074 -2.981  0.010
16 H -1.688 0.744 -2.957  0.027


Winner for stability: two


one:
The following is a DFT calculation (ωB97M-V/def2-TZVPD) of a cluster of 2 separate species, C7H17N3 in total.

Summary:
Frontier orbital gap ... 9.0 eV
Molar mass ... 143.234 g mol⁻¹
SMILES ... CC(C)[C@H](N)N(C)C.C#N
Highest occupied orbital energy ... -8.3 eV

Each line ends with the Löwdin charge.
Geometry (Å):
1 C 0.974 1.174 0.566  -0.380
2 C 2.057 0.100 0.656  -0.069
3 C 1.234 2.142 -0.592  -0.078
4 C -0.471 0.653 0.642  -0.304
5 N -0.771 0.254 1.949  0.047
6 H 1.040 1.770 1.485  0.133
7 H -1.769 0.202 2.110  0.071
8 H -1.162 1.436 0.293  0.137
9 H 1.905 -0.543 1.520  0.066
10 H 3.032 0.575 0.769  0.080
11 H 2.094 -0.511 -0.244  0.062
12 H 0.431 2.873 -0.678  0.076
13 H 1.346 1.636 -1.547  0.058
14 H 2.157 2.689 -0.405  0.078
15 C -2.213 -0.920 -0.335  -0.121
16 C -0.400 -0.414 -1.780  -0.112
17 N -0.778 -0.643 -0.394  -0.262
18 C 0.009 -2.397 0.363  -0.165
19 N 0.009 -2.471 1.537  0.053
20 H -0.374 -0.735 2.107  0.056
21 H 0.314 -2.761 -0.602  0.082
22 H -2.814 -0.050 -0.635  0.089
23 H -2.491 -1.222 0.673  0.074
24 H -2.459 -1.746 -1.006  0.086
25 H 0.679 -0.325 -1.870  0.063
26 H -0.719 -1.260 -2.397  0.085
27 H -0.861 0.494 -2.187  0.094


two:
The following is a DFT calculation (ωB97M-V/def2-TZVPD) of a structure of composition C7H17N3.

Summary:
Frontier orbital gap ... 8.8 eV
Molar mass ... 143.234 g mol⁻¹
Highest occupied orbital energy ... -7.9 eV

Each line ends with the Löwdin charge.
Geometry (Å):
1 C -0.328 1.154 0.618  -0.492
2 C 0.910 -0.388 -0.043  -0.348
3 C -1.392 1.043 -0.364  0.009
4 C 0.314 -0.480 -1.435  -0.269
5 C -1.899 -1.487 -1.209  -0.153
6 C 0.679 -1.538 0.896  -0.080
7 C 2.347 0.068 -0.038  -0.086
8 N -1.092 -0.339 -1.563  -0.126
9 N -0.675 0.817 1.955  0.059
10 N 0.525 2.313 0.587  0.057
11 H 0.103 0.895 2.599  0.092
12 H 0.821 2.522 -0.358  0.074
13 H -1.520 1.263 2.295  0.083
14 H 0.062 3.133 0.963  0.076
15 H -1.442 1.850 -1.090  0.098
16 H -2.348 0.712 0.025  0.093
17 H 0.641 -1.470 -1.798  0.131
18 H 0.793 0.274 -2.071  0.114
19 H -1.499 -2.393 -1.681  0.081
20 H -1.988 -1.684 -0.132  0.071
21 H -2.904 -1.339 -1.617  0.074
22 H 1.475 -1.700 1.612  0.073
23 H 2.537 0.598 0.903  0.079
24 H 0.478 -2.483 0.366  0.085
25 H -0.211 -1.374 1.515  0.058
26 H 3.041 -0.758 -0.119  0.079
27 H 2.574 0.794 -0.817  0.069


Winner for stability: one


one:
The following is a DFT calculation (ωB97M-V/def2-TZVPD) of a cluster of 2 separate species, C4H12 in total.

Summary:
Frontier orbital gap ... 12.8 eV
Molar mass ... 60.140 g mol⁻¹
SMILES ... CC.CC
Highest occupied orbital energy ... -11.6 eV

Each line ends with the Löwdin charge.
Geometry (Å):
1 C 0.405 -0.088 -2.022  -0.179
2 C -0.900 -0.909 -1.950  -0.152
3 H 0.896 -0.250 -2.982  0.057
4 H 0.193 0.968 -1.893  0.056
5 H 1.153 -0.362 -1.277  0.054
6 H -1.115 -1.052 -0.897  0.032
7 H -1.647 -0.336 -2.488  0.063
8 H -0.732 -1.883 -2.404  0.061
9 C -0.339 0.302 1.474  -0.170
10 C 0.773 0.630 2.453  -0.174
11 H -1.320 0.192 1.932  0.066
12 H -0.419 1.161 0.810  0.063
13 H -0.195 -0.597 0.886  0.039
14 H 0.701 0.085 3.404  0.060
15 H 0.754 1.648 2.859  0.062
16 H 1.791 0.493 2.094  0.060


two:
The following is a DFT calculation (ωB97M-V/def2-TZVPD) of a cluster of 2 separate species, C4H12 in total.

Summary:
Frontier orbital gap ... 13.1 eV
Molar mass ... 60.140 g mol⁻¹
SMILES ... CC.CC
Highest occupied orbital energy ... -11.8 eV

Each line ends with the Löwdin charge.
Geometry (Å):
1 C -0.915 4.945 -0.555  -0.168
2 C 0.386 4.895 0.249  -0.178
3 H -0.725 5.404 -1.518  0.056
4 H -1.660 5.529 -0.028  0.057
5 H -1.336 3.955 -0.727  0.059
6 H 0.231 4.916 1.327  0.056
7 H 1.056 4.060 0.029  0.060
8 H 0.990 5.782 0.041  0.058
9 C -0.316 -5.429 0.066  -0.183
10 C 0.800 -4.447 0.229  -0.187
11 H -1.175 -5.025 -0.457  0.060
12 H -0.687 -5.812 1.011  0.060
13 H 0.020 -6.305 -0.494  0.065
14 H 0.476 -3.499 0.675  0.065
15 H 1.604 -4.781 0.876  0.060
16 H 1.252 -4.189 -0.725  0.061


Winner for stability: two